[1]
# C29H49BrF6N2O3P2

A cluster of 2 separate species, C29H49BrF6N2O3P2 in total in a non-equilibrium geometry (the ωB97M-V functional and the def2-TZVPD basis, the OMol25 dataset).

Geometry as ORCA input:
```
! wB97M-V def2-TZVPD RIJCOSX def2/J DEFGRID3
* xyz 0 1
C 4.43 3.01 2.59
C 4.46 2.68 1.45
C 4.53 2.26 0.06
C 5.20 0.88 -0.20
C 4.87 -0.11 0.91
C 3.42 -0.59 0.83
C 2.38 0.16 1.67
O 1.57 0.91 0.81
C 0.20 0.98 1.21
C -0.67 0.67 0.00
O -1.45 -0.45 0.37
C -2.80 -0.39 0.08
C -3.27 -0.69 -1.18
C -4.61 -0.61 -1.44
C -5.54 -0.24 -0.48
C -7.04 -0.16 -0.86
C -7.19 0.92 -1.95
C -7.40 -1.51 -1.49
C -7.92 0.07 0.38
C -9.34 0.69 0.29
C -10.23 0.15 -0.83
C -9.29 2.23 0.23
C -10.04 0.30 1.60
C -5.04 0.03 0.79
C -3.69 -0.04 1.07
N 5.71 -1.37 0.74
C 7.16 -1.13 0.50
Br 7.96 -2.91 0.47
C 7.34 -0.34 -0.77
N 6.60 -1.03 -1.83
P 9.13 -0.02 -1.31
C 9.53 -1.44 -2.36
O 9.95 -0.38 0.09
C 6.69 1.05 -0.54
C 7.46 1.88 0.50
C 8.00 3.20 -0.04
H 4.39 3.33 3.61
H 5.10 3.01 -0.47
H 3.53 2.26 -0.36
H 4.73 0.47 -1.09
H 5.09 0.28 1.90
H 3.09 -0.57 -0.21
H 3.38 -1.63 1.15
H 1.79 -0.58 2.20
H 2.86 0.79 2.42
H -0.01 0.20 1.94
H -0.03 1.94 1.66
H -0.01 0.39 -0.82
H -1.26 1.52 -0.34
H -2.57 -1.01 -1.94
H -4.94 -0.86 -2.44
H -7.96 0.65 -2.67
H -7.41 1.91 -1.55
H -6.26 1.00 -2.52
H -8.45 -1.54 -1.77
H -6.82 -1.70 -2.39
H -7.22 -2.32 -0.79
H -8.04 -0.90 0.86
H -7.40 0.69 1.11
H -10.23 -0.94 -0.85
H -9.97 0.54 -1.81
H -11.25 0.45 -0.63
H -8.28 2.60 0.08
H -9.63 2.66 1.17
H -9.92 2.63 -0.57
H -10.36 -0.74 1.57
H -10.92 0.92 1.77
H -9.36 0.40 2.45
H -5.69 0.29 1.61
H -3.32 0.18 2.06
H 5.33 -1.96 0.00
H 5.62 -1.89 1.61
H 7.59 -0.64 1.37
H 6.69 -0.56 -2.72
H 6.92 -1.99 -1.94
H 10.59 -1.38 -2.57
H 9.27 -2.42 -1.96
H 9.01 -1.30 -3.31
H 10.68 0.24 0.17
H 6.72 1.55 -1.51
H 8.32 1.31 0.85
H 6.85 2.07 1.38
H 8.24 3.89 0.77
H 7.31 3.67 -0.73
H 8.93 3.02 -0.58
F -1.55 -2.99 -0.50
P -0.88 -4.12 0.51
F -2.40 -4.74 0.42
F 0.13 -4.44 -0.76
F -0.43 -5.64 0.94
F -1.21 -3.91 2.12
F 0.23 -2.92 0.86
*
```

Summary:
E_LUMO: -0.8 eV
E_tot: -144916.45069 eV

=====

[2]
# C23H30N4O3

The molecule C23H30N4O3 (the ωB97M-V functional and the def2-TZVPD basis, the OMol25 dataset).

Geometry as ORCA input:
```
! wB97M-V def2-TZVPD RIJCOSX def2/J DEFGRID3
* xyz 0 1
C 5.58 0.65 0.10
C 5.35 -0.76 -0.44
C 5.71 -0.83 -1.93
C 6.15 -1.79 0.35
O 3.94 -1.09 -0.41
C 3.28 -1.15 0.76
O 3.76 -0.90 1.85
N 1.99 -1.53 0.59
C 1.36 -1.76 -0.69
C 0.23 -0.76 -0.91
C -0.79 -0.86 0.24
C -1.94 0.06 0.00
C -2.37 1.20 0.67
C -2.05 1.75 2.00
O -1.99 1.08 3.02
N -1.88 3.09 2.00
C -1.66 3.85 3.18
C -2.28 5.20 3.33
C -0.80 5.07 3.14
C -3.38 1.74 -0.16
N -3.55 1.01 -1.24
N -2.69 0.00 -1.14
C -2.69 -0.98 -2.15
C -2.80 -2.33 -1.85
C -2.82 -3.26 -2.88
C -2.76 -2.85 -4.20
C -2.69 -1.49 -4.50
C -2.66 -0.56 -3.48
C -0.05 -0.58 1.55
C 1.09 -1.58 1.72
H 6.62 0.91 -0.01
H 5.30 0.69 1.15
H 4.97 1.36 -0.46
H 6.76 -0.60 -2.06
H 5.52 -1.83 -2.31
H 5.11 -0.12 -2.49
H 7.22 -1.58 0.24
H 5.95 -2.79 -0.02
H 5.89 -1.74 1.40
H 2.11 -1.67 -1.47
H 0.96 -2.78 -0.70
H 0.64 0.25 -0.94
H -0.24 -0.97 -1.87
H -1.16 -1.89 0.27
H -1.96 3.60 1.13
H -1.61 3.19 4.04
H -2.65 5.50 4.30
H -2.87 5.59 2.51
H -0.14 5.27 3.97
H -0.39 5.37 2.18
H -3.99 2.61 0.00
H -2.89 -2.65 -0.83
H -2.90 -4.31 -2.65
H -2.77 -3.57 -5.00
H -2.65 -1.17 -5.52
H -2.61 0.50 -3.69
H 0.36 0.43 1.53
H -0.73 -0.65 2.40
H 1.67 -1.35 2.62
H 0.69 -2.60 1.81
*
```

Summary:
energy relative to the best compared isomer or geometry (same formula, charge and spin): 203.3 kJ/mol
SMILES string: CC(C)(C)OC(=O)N1CCC(c2c(C(=O)NC3CC3)cnn2-c2ccccc2)CC1
E_LUMO: 0.7 eV
E_tot: -36441.45043 eV

=====

[3]
# C5H12N2

A cluster of 2 separate species, C5H12N2 in total (the ωB97M-V functional and the def2-TZVPD basis, the OMol25 dataset).

Geometry as ORCA input:
```
! wB97M-V def2-TZVPD RIJCOSX def2/J DEFGRID3
* xyz 0 1
C 0.43 1.23 -2.02
C -0.29 1.14 -1.07
N -1.13 1.01 -0.04
C -2.18 0.01 -0.13
C -1.57 -1.39 -0.15
H 1.16 1.29 -2.77
H -1.42 1.90 0.36
H -2.82 0.12 0.76
H -2.81 0.15 -1.02
H -2.34 -2.14 -0.24
H -1.00 -1.56 0.75
H -0.90 -1.48 -1.00
C 2.28 -0.48 0.61
N 1.69 0.71 1.19
H 1.49 -1.19 0.39
H 3.02 -0.98 1.26
H 2.76 -0.21 -0.32
H 1.22 0.49 2.05
H 2.41 1.40 1.39
*
```

Summary:
energy relative to the best compared isomer or geometry (same formula, charge and spin): 277.8 kJ/mol
SMILES string: C#CNCC.CN
E_LUMO: 1.1 eV
E_tot: -8357.25653 eV

=====

[4]
# C5H17BN2O7P

A cluster of 3 separate species, C5H17BN2O7P in total in a non-equilibrium geometry (the ωB97M-V functional and the def2-TZVPD basis, the OMol25 dataset).

Geometry as ORCA input:
```
! wB97M-V def2-TZVPD RIJCOSX def2/J DEFGRID3
* xyz -1 1
C 2.03 1.86 0.10
B 1.48 0.29 -0.12
O 2.03 -0.89 0.59
P 0.02 0.10 -1.36
O -0.95 -0.93 -0.28
C -2.17 -0.25 0.29
C -2.13 1.30 -0.29
O -0.76 1.58 -0.76
H 1.20 2.36 0.80
H 3.07 1.91 0.63
H 1.99 2.41 -0.93
H 2.93 -1.11 0.17
H -0.92 -0.13 -2.45
H 0.77 -1.00 -1.92
H 0.63 1.03 -2.31
H -2.00 -0.43 1.43
H -3.22 -0.62 -0.12
H -2.66 2.13 0.38
H -2.75 1.34 -1.31
C -4.00 0.33 3.88
N -4.05 1.46 2.92
O -2.97 1.93 2.53
O -5.18 1.84 2.57
H -2.95 0.10 4.10
H -4.52 0.65 4.79
H -4.49 -0.52 3.42
C 3.83 -2.92 -2.37
N 4.72 -1.73 -2.43
O 5.20 -1.42 -3.53
O 4.92 -1.13 -1.36
H 3.75 -3.34 -3.37
H 4.29 -3.64 -1.69
H 2.86 -2.58 -2.01
*
```

Summary:
E_LUMO: 2.3 eV
E_tot: -32730.63563 eV

=====

[5]
# C4H5FS

The molecule C4H5FS in a non-equilibrium geometry (the ωB97M-V functional and the def2-TZVPD basis, the OMol25 dataset).

Geometry as ORCA input:
```
! wB97M-V def2-TZVPD RIJCOSX def2/J DEFGRID3
* xyz 0 1
F 2.22 0.68 0.75
C 1.01 0.49 0.25
C 0.33 1.46 -0.47
S -1.28 0.96 -1.12
C -1.14 -0.61 -0.17
C 0.33 -0.77 0.36
H 0.65 2.48 -0.72
H -1.50 -1.42 -0.79
H -1.83 -0.54 0.70
H 0.95 -1.56 -0.22
H 0.26 -1.17 1.42
*
```

Summary:
energy relative to the best compared isomer or geometry (same formula, charge and spin): 30.3 kJ/mol
SMILES string: FC1=CSCC1
E_LUMO: 0.9 eV
E_tot: -17780.71958 eV

=====

[6]
# C4H8BN2O8S2

The ion C4H8BN2O8S2 with charge -1 in a non-equilibrium geometry (the ωB97M-V functional and the def2-TZVPD basis, the OMol25 dataset).

Geometry as ORCA input:
```
! wB97M-V def2-TZVPD RIJCOSX def2/J DEFGRID3
* xyz -1 1
C 2.98 -1.90 -0.28
C 3.67 -0.63 0.52
O 4.25 -0.89 1.72
O 3.64 0.69 -0.12
C 2.34 1.30 0.29
O 2.32 1.93 1.47
C 1.08 1.17 -0.76
S -0.54 1.87 -0.13
O -0.22 3.35 0.34
O -1.50 2.01 -1.33
N -1.20 1.06 1.27
S -1.71 -0.57 0.91
O -0.65 -1.44 0.20
O -1.96 -1.26 2.31
B -3.33 -0.72 -0.03
N -4.45 0.32 0.24
O -3.52 -1.86 -0.99
H 3.72 -2.83 -0.35
H 2.73 -1.52 -1.38
H 1.97 -2.20 0.25
H 1.03 0.05 -1.13
H 1.38 1.82 -1.72
H -4.45 1.03 -0.53
H -4.21 0.74 1.17
H -3.36 -1.56 -1.93
*
```

Summary:
SMILES string: CC(=O)OC(=O)CS(=O)(=O)N=[S@@](=O)([O-])B(N)O
E_LUMO: 2.2 eV
E_tot: -45981.49361 eV